{"formula": "C4H4BeO5", "method": "ωB97M-V/def2-TZVPD", "species": ["O", "C", "O", "O", "C", "H", "C", "H", "H", "H", "C", "O", "O", "Be"], "positions_angstrom": [[1.93719, 0.63820, 1.85164], [0.72455, 0.91071, 1.86792], [0.13094, 1.81444, 2.49469], [-0.11021, 0.21615, 1.00467], [-0.36147, 0.71951, -0.33561], [-0.14249, 1.79684, -0.36070], [0.57492, 0.01991, -1.31162], [1.63379, 0.17312, -1.04000], [0.38835, -1.06448, -1.35528], [0.41507, 0.41562, -2.32643], [-1.11620, -1.98075, -0.04256], [-1.96088, -1.19612, -0.25163], [-0.32805, -2.79069, 0.14995], [-1.78553, 0.32754, -0.34503]], "homo_lumo_gap_ev": 5.0857, "homo_ev": -7.52, "e_above_lowest_kcal_mol": 113.7, "molar_mass_g_mol": 141.1, "total_charge": 0}